1.
The molecule C4H9NOS in a non-equilibrium geometry. Source: the OMol25 dataset; level of theory: the ωB97M-V functional and the def2-TZVPD basis.

Geometry (Å):
C -1.2509 2.0166 -1.2162
N -1.7252 0.8543 -0.4130
C -0.7178 -0.1495 -0.0202
C -0.1121 -0.5787 -1.3492
O 0.9289 -0.1250 -1.7494
C 0.2980 0.2137 1.0718
S 1.2747 -1.1922 1.5941
H -2.1219 2.6674 -1.1904
H -1.1108 1.7172 -2.2472
H -0.4449 2.4969 -0.6659
H -2.0283 1.2836 0.4457
H -1.3091 -1.0007 0.3348
H -0.5831 -1.4407 -1.8546
H -0.3882 0.6321 1.8143
H 0.9359 1.0407 0.7640
H 0.8119 -1.3095 2.8326

Properties
SMILES string: CN[C@@H](C=O)CS
LUMO in Eh: 0.0263
Charge: 0
Energy above the lowest of the compared OMol25 structures with the same formula, charge and spin in eV: 2.031

=====

2.
A structure of composition C27H44MnN7OSSe in a non-equilibrium geometry. Source: the OMol25 dataset; level of theory: the ωB97M-V functional and the def2-TZVPD basis.

Geometry (Å):
Mn -0.1753 -0.4729 -0.2206
O 0.4756 -1.6863 1.2762
N 0.0928 -2.2446 2.4135
C -0.3784 -1.5122 3.4872
C -0.5505 -2.1281 4.7113
C -0.2759 -3.4960 4.8171
C 0.1974 -4.2189 3.7396
C 0.4104 -3.5949 2.4900
S 1.0811 -4.4250 1.1293
H -0.6179 -0.4690 3.3393
H -0.9054 -1.5427 5.5642
H -0.4170 -4.0105 5.7590
H 0.4385 -5.2815 3.8158
C 2.6769 4.1446 1.1395
N 2.1951 2.9614 0.3788
C 1.2199 3.2792 -0.6572
C 2.4355 1.6633 0.7885
N 1.7118 0.6116 0.4156
N 3.5779 1.4826 1.5880
C 3.6027 0.3608 2.5224
C 4.8936 1.8198 1.0266
H 1.8281 4.7890 1.4227
H 3.3778 4.7411 0.5184
H 3.1791 3.8079 2.0535
H 1.6047 4.1081 -1.2690
H 0.2432 3.5775 -0.2306
H 1.0655 2.3931 -1.2780
H 1.9770 -0.2205 0.9717
H 3.8561 -0.6246 2.0622
H 2.6078 0.2807 3.0136
H 4.3382 0.5860 3.3038
H 4.7939 2.6697 0.3399
H 5.3166 0.9809 0.4489
H 5.5744 2.0893 1.8555
C -1.8635 -5.0143 -3.1696
C -2.4642 -3.6188 -2.9842
N -1.5651 -2.8075 -2.1568
C -0.2060 -2.8311 -2.2368
N 0.5197 -1.9457 -1.5608
C 1.9989 -2.0240 -1.6442
C 2.4726 -2.6186 -2.9800
C 1.7897 -3.9605 -3.1554
N 0.3343 -3.8276 -3.0201
C -0.4676 -4.8292 -3.7626
H -2.4776 -5.6333 -3.8249
H -1.7848 -5.5230 -2.1823
H -3.4510 -3.6801 -2.4833
H -2.6021 -3.1622 -4.0030
H -1.9959 -2.0248 -1.6547
H 2.3636 -2.6626 -0.7994
H 2.3994 -1.0164 -1.5050
H 3.5639 -2.7571 -2.9811
H 2.2119 -1.9355 -3.8097
H 2.1681 -4.6715 -2.3911
H 2.0031 -4.4123 -4.1455
H 0.0915 -5.7862 -3.7541
H -0.5529 -4.5064 -4.8202
C -0.7891 0.6438 -1.7804
H -1.1335 1.6711 -1.6192
H -1.6089 0.1367 -2.3150
H 0.0315 0.6945 -2.5051
C -3.2418 6.1500 0.2071
C -3.0440 4.6395 0.3276
C -2.0593 4.1140 1.1801
C -1.8374 2.7357 1.3311
C -0.7960 2.2596 2.3290
C -2.6599 1.8493 0.5815
Se -2.4333 -0.0467 0.7737
C -3.7080 2.3331 -0.2323
C -4.6295 1.4154 -1.0096
C -3.8633 3.7242 -0.3496
H -2.5153 6.6796 0.8343
H -4.2513 6.4316 0.5562
H -3.1367 6.4952 -0.8438
H -1.4212 4.8061 1.7462
H -0.3209 3.1379 2.7942
H -0.0155 1.6812 1.8328
H -1.2511 1.6322 3.1232
H -4.9540 0.5541 -0.4035
H -4.1129 1.0207 -1.9138
H -5.5196 1.9622 -1.3686
H -4.6658 4.1090 -0.9880

Properties
LUMO (alpha / beta) in Eh: -0.0012 / 0.0190
Charge: 0
<S²>: 6.213
Spin multiplicity: 5
Energy above the lowest of the compared OMol25 structures with the same formula, charge and spin in eV: 0.000

=====

3.
A structure of composition C27H32F3FeN3S in a non-equilibrium geometry. Source: the OMol25 dataset; level of theory: the ωB97M-V functional and the def2-TZVPD basis.

Geometry (Å):
Fe -0.7407 0.9230 -0.6717
C 2.9011 -3.9879 0.1794
C 3.0436 -3.2432 -1.1661
C 1.9945 -3.5454 -2.2468
C 3.3213 -1.7673 -0.9333
C 4.6781 -1.4708 -1.0090
C 5.1895 -0.1982 -0.8602
C 4.3150 0.8441 -0.6145
C 2.9578 0.6205 -0.5137
C 2.0790 1.8213 -0.2654
C 1.6316 2.4133 -1.6127
C 2.7466 2.9079 0.5823
C 2.4077 -0.6917 -0.6658
N 1.0317 -0.7679 -0.5984
C 0.3651 -1.8801 -0.3837
C -1.0229 -1.9894 -0.5284
C -1.8294 -3.1578 -0.3878
C -3.1231 -2.7654 -0.6007
C -3.0907 -1.3614 -0.8672
N -1.8350 -0.9196 -0.8442
C -4.2452 -0.4192 -0.9900
C -5.5699 -1.1500 -1.2277
C -3.9960 0.5942 -2.1123
C -4.3176 0.3150 0.3641
H 2.4956 -4.9842 0.0201
H 2.2854 -3.4747 0.9135
H 3.8892 -4.0971 0.6227
H 3.9674 -3.6533 -1.5872
H 1.1060 -2.9215 -2.2002
H 1.6853 -4.5866 -2.1877
H 2.4551 -3.3911 -3.2219
H 5.3703 -2.2756 -1.2101
H 6.2511 -0.0255 -0.9435
H 4.7069 1.8398 -0.4988
H 1.1977 1.4867 0.3091
H 2.4957 2.5751 -2.2526
H 1.1479 3.3745 -1.4495
H 0.9434 1.7376 -2.1495
H 3.4714 3.4861 0.0147
H 3.2473 2.4689 1.4414
H 1.9902 3.6037 0.9399
H 0.8580 -2.7844 -0.0520
H -1.4694 -4.1438 -0.1707
H -3.9984 -3.3808 -0.5725
H -5.5230 -1.7783 -2.1139
H -6.3680 -0.4241 -1.3712
H -5.8296 -1.7648 -0.3689
H -3.9460 0.0885 -3.0724
H -3.0522 1.1348 -1.9481
H -4.8063 1.3172 -2.1471
H -4.3064 -0.4022 1.1814
H -5.2353 0.8927 0.4257
H -3.4608 0.9814 0.4748
F -0.6347 5.2080 4.1709
C -0.9102 4.7462 2.9494
F -0.0084 5.2950 2.1175
F -2.1066 5.2289 2.6052
C -0.8407 3.2432 2.8990
C -0.5164 2.5059 4.0229
C -0.4259 1.1210 3.9251
C -0.6345 0.5279 2.6957
N -0.9152 1.2281 1.6049
C -1.0325 2.5713 1.6771
S -1.3657 3.3234 0.1670
H -0.3158 2.9979 4.9623
H -0.1796 0.5254 4.7859
H -0.5743 -0.5447 2.5667

Properties
LUMO (alpha / beta) in Eh: -0.1315 / -0.2231
Charge: +1
<S²>: 8.838
Spin multiplicity: 6

=====

4.
The ion C37H41N4O2 with charge +1 in a non-equilibrium geometry. Source: the OMol25 dataset; level of theory: the ωB97M-V functional and the def2-TZVPD basis.

Geometry (Å):
C -6.5742 7.3603 6.3950
C -5.8194 7.4012 5.2157
C -5.8075 6.2996 4.3597
C -6.5007 5.1272 4.6917
C -6.4837 3.9549 3.7275
N -5.7049 2.7207 4.0586
C -6.3820 1.4416 3.8603
C -5.2372 0.5127 3.5232
N -4.1518 1.4109 3.1652
C -3.1176 1.0260 2.2766
C -2.3972 -0.2619 2.7065
C -1.6521 -0.9539 1.7529
C -0.8264 -2.0253 2.0833
C -0.8250 -2.5185 3.4035
N -0.1627 -3.6877 3.7997
C -0.9251 -4.5748 4.6819
C -0.0459 -5.6204 5.3598
O 0.8453 -6.2534 4.4412
C 1.6693 -5.3071 3.7530
C 0.8336 -4.3260 2.9274
C -1.4947 -1.7444 4.3883
C -2.2135 -0.5987 4.0529
C -3.5826 1.0245 0.8046
C -3.4743 2.2263 0.1060
C -3.6228 2.2452 -1.2766
C -4.1046 1.1232 -1.9821
N -4.2796 1.1391 -3.3711
C -5.3884 0.3502 -3.9044
C -5.5727 0.4317 -5.4229
O -5.2602 1.7136 -5.9633
C -3.9418 2.1347 -5.6097
C -3.8260 2.3170 -4.1008
C -4.2862 -0.0663 -1.2346
C -4.0622 -0.1133 0.1445
C -4.3791 2.6177 3.7238
C -3.4513 3.6046 4.2827
C -2.3359 4.1088 3.5907
C -1.6062 5.1731 4.1308
C -1.9963 5.7759 5.3306
C -3.0650 5.2458 6.0678
C -3.7425 4.1339 5.5762
C -7.2670 5.0943 5.8658
C -7.2985 6.2059 6.7154
H -6.6004 8.2278 7.0570
H -5.2440 8.2924 4.9564
H -5.2352 6.3333 3.4283
H -7.5262 3.6283 3.5836
H -6.1292 4.3426 2.7529
H -6.9260 1.1247 4.7640
H -7.1228 1.5190 3.0510
H -4.9438 -0.0318 4.4358
H -5.4711 -0.2417 2.7707
H -2.3473 1.8002 2.3040
H -1.7328 -0.6433 0.7169
H -0.2589 -2.5164 1.2948
H -1.4076 -3.9648 5.4508
H -1.7122 -5.1001 4.0996
H 0.5044 -5.1358 6.1925
H -0.6905 -6.4297 5.7332
H 2.2987 -4.7347 4.4648
H 2.2936 -5.9382 3.1045
H 0.3476 -4.8802 2.1005
H 1.4972 -3.5605 2.5055
H -1.4257 -2.0480 5.4332
H -2.6573 -0.0020 4.8504
H -3.1841 3.1431 0.6283
H -3.3932 3.1545 -1.8189
H -6.3404 0.6780 -3.4477
H -5.2353 -0.7006 -3.6385
H -4.9504 -0.3492 -5.9029
H -6.6340 0.2903 -5.6764
H -3.8273 3.0985 -6.1269
H -3.1779 1.4104 -5.9533
H -4.4187 3.2045 -3.8184
H -2.7769 2.5137 -3.8550
H -4.5568 -0.9938 -1.7322
H -4.1789 -1.0501 0.7015
H -2.0842 3.6795 2.6206
H -0.7364 5.5547 3.5905
H -1.4596 6.6444 5.7138
H -3.3907 5.7117 7.0052
H -4.5473 3.6845 6.1683
H -7.8468 4.1952 6.0967
H -7.9017 6.1696 7.6267

Properties
SMILES string: c1ccc(CN2CC[N+](C(c3ccc(N4CCOCC4)cc3)c3ccc(N4CCOCC4)cc3)=C2c2ccccc2)cc1
LUMO in Eh: -0.1263
Charge: +1
Energy above the lowest of the compared OMol25 structures with the same formula, charge and spin in eV: 0.000

=====

5.
A structure of composition H24HeO12 in a non-equilibrium geometry. Source: the OMol25 dataset; level of theory: the ωB97M-V functional and the def2-TZVPD basis.

Geometry (Å):
He -14.2698 15.1029 -5.4232
O -11.8693 15.1562 -2.2950
H -12.5869 15.6986 -2.6223
H -11.8529 14.4002 -2.8818
O -11.0542 17.9106 -5.1246
H -11.2193 18.0470 -4.1916
H -11.2165 16.9775 -5.2631
O -13.8016 18.7511 -4.6342
H -14.1453 19.6120 -4.8728
H -12.8977 18.7579 -4.9491
O -11.9838 12.8904 -3.7758
H -11.3967 12.3748 -4.3287
H -12.7982 12.9449 -4.2758
O -15.6876 15.6315 -7.2725
H -15.7871 14.7599 -7.6554
H -15.1190 16.0990 -7.8845
O -13.4287 10.6644 -5.8285
H -14.0882 11.3357 -5.6533
H -13.1966 10.7904 -6.7486
O -17.6420 16.3887 -5.7066
H -18.3994 16.4211 -6.2910
H -16.9189 16.1056 -6.2663
O -14.9851 12.5224 -4.5296
H -15.7457 13.1002 -4.4673
H -15.1671 11.8182 -3.9074
O -11.5778 15.1023 -6.7382
H -11.7910 14.1793 -6.8757
H -10.6924 15.0926 -6.3748
O -17.4649 13.9748 -4.1743
H -17.6737 14.4280 -3.3574
H -17.5724 14.6413 -4.8528
O -14.2475 16.4863 -2.8418
H -14.9140 15.7993 -2.8480
H -14.5317 17.1025 -3.5169
O -13.1511 16.1188 -8.8292
H -12.7302 16.9782 -8.8083
H -12.8896 15.7034 -8.0074

Properties
LUMO in Eh: -0.0048
Charge: 0
Energy above the lowest of the compared OMol25 structures with the same formula, charge and spin in eV: 0.680

=====

6.
The ion C3H7N3O with charge +2 in a non-equilibrium geometry. Source: the OMol25 dataset; level of theory: the ωB97M-V functional and the def2-TZVPD basis.

Geometry (Å):
C -2.8098 0.5086 -0.0311
C -1.4270 0.5336 -0.0289
N -0.2670 0.5788 -0.0265
N 1.0004 0.8850 -0.1478
N 2.0361 0.0368 -0.1113
C 1.8325 -1.3583 0.1116
O 3.0953 0.4692 -0.2144
H -3.3784 0.4635 -1.0710
H -3.1545 1.5618 0.3002
H -3.4175 -0.2679 0.6326
H 1.1777 1.9599 -0.2083
H 2.7196 -1.9971 -0.0933
H 1.0905 -1.8355 -0.4556
H 1.5021 -1.5383 1.3438

Properties
SMILES string: CC#[N+]N[N+](C)=O
LUMO in Eh: -0.4039
Charge: +2
Energy above the lowest of the compared OMol25 structures with the same formula, charge and spin in eV: 7.592